ORCA calculation (ωB97M-V/def2-TZVPD) on a cluster of 3 separate species, C20H32INO8S2 in total.

Summary:
Energy = -68895.5179 eV
SMILES = Cc1cccc(C[C@H]2[C@H](I)[C@@H](N=C=O)[C@H](S(C)(=O)=O)OS2(=O)=O)c1.CC(C)O.CC(C)O
LUMO level = -0.35 eV
Frontier orbital gap = 8.59 eV

Structure (ORCA input):
```
! RIJCOSX wB97M-V def2-TZVPD def2/J DEFGRID3
* xyz 0 1
C 5.6018 -0.5190 -0.5843
C 4.6187 0.6793 -0.8006
C 4.9549 2.1028 -0.6264
C 3.8993 3.1184 -0.8573
C 2.5161 2.7964 -1.2243
C 2.1602 1.3542 -1.3749
C 0.7087 0.8609 -1.7252
C -0.3524 1.2077 -0.5745
C -1.8385 1.0266 -1.1357
I -2.7442 3.0117 -1.2590
C -2.7893 0.1866 -0.1533
N -4.0827 -0.0899 -0.8470
C -4.9833 0.0636 0.0168
O -5.9177 0.2073 0.6730
C -1.9553 -1.0849 0.2786
S -2.9282 -2.5767 0.7479
C -1.6917 -3.9548 0.8001
O -3.3903 -2.3934 2.1237
O -3.9466 -2.9857 -0.2151
O -1.2202 -0.6961 1.4792
S -0.0086 0.3551 1.0242
O 1.2434 -0.3979 1.0479
O 0.0756 1.3931 2.0574
C 3.2284 0.3564 -1.1753
H 5.2966 -1.0030 0.3944
H 5.4671 -1.3090 -1.3712
H 6.6709 -0.2079 -0.4448
H 5.9941 2.3760 -0.3281
H 4.1650 4.1959 -0.7352
H 1.7363 3.5909 -1.3690
H 0.6855 -0.2315 -1.9976
H 0.3809 1.4617 -2.6281
H -0.2110 2.3108 -0.3751
H -1.8447 0.5690 -2.1716
H -2.9802 0.8699 0.7224
H -1.1706 -1.3873 -0.4820
H -2.1254 -4.8940 1.2258
H -1.4523 -4.1792 -0.2874
H -0.7227 -3.6484 1.2740
H 2.9334 -0.7264 -1.2826
C 6.3332 -2.9708 2.3574
C 7.6934 -2.9972 1.6783
C 8.6978 -3.8078 2.4824
O 8.1733 -1.6623 1.5253
H 6.3988 -2.5059 3.3459
H 5.6262 -2.3778 1.7766
H 5.9300 -3.9794 2.4736
H 7.5962 -3.4228 0.6766
H 8.8447 -3.3713 3.4751
H 9.6723 -3.8088 1.9892
H 8.3658 -4.8416 2.6022
H 8.2630 -1.2764 2.4057
C -10.1008 3.0612 -1.1438
C -8.7145 3.0300 -1.7684
C -7.7521 2.1961 -0.9375
O -8.2140 4.3614 -1.8827
H -10.0684 3.5107 -0.1465
H -10.7783 3.6718 -1.7448
H -10.5188 2.0555 -1.0592
H -8.7765 2.6206 -2.7794
H -7.6397 2.6160 0.0668
H -6.7580 2.1914 -1.3919
H -8.0995 1.1648 -0.8465
H -8.1551 4.7335 -0.9939
*
```

***

ORCA calculation (ωB97M-V/def2-TZVPD) on a structure of composition C20H32IrN4OS4.

Summary:
Energy = -75408.7495 eV
LUMO level (spin up / spin down) = -12.37 / -15.86 eV
Frontier orbital gap (spin up / spin down) = 7.88 / 4.38 eV

Structure (ORCA input):
```
! RIJCOSX wB97M-V def2-TZVPD def2/J DEFGRID3
* xyz 4 2
Ir -0.1508 -0.3788 -0.1928
C 3.1152 -0.5308 1.3856
C 3.1287 0.9143 1.9026
S 1.5341 1.6679 2.2592
C 0.9941 1.0817 3.8653
C 0.5560 -0.3842 3.8565
S -0.4905 -0.9167 2.4264
C -0.0055 -2.6706 2.5133
C -0.6218 -3.4732 1.3970
S -0.3791 -2.7954 -0.2639
C 1.2271 -3.3642 -0.8577
C 2.3961 -2.6907 -0.1696
S 2.2353 -0.8596 -0.1914
H 2.7376 -1.2251 2.1335
H 4.1551 -0.7959 1.1773
H 3.5818 1.5956 1.1776
H 3.7283 0.9565 2.8185
H 0.1775 1.7615 4.1192
H 1.7970 1.2418 4.5934
H -0.0396 -0.5782 4.7501
H 1.4191 -1.0471 3.8834
H -0.3557 -3.0434 3.4792
H 1.0822 -2.7241 2.5068
H -1.7060 -3.5378 1.5012
H -0.2358 -4.4948 1.3924
H 1.2065 -3.1445 -1.9274
H 1.2818 -4.4496 -0.7539
H 3.3281 -2.9166 -0.6915
H 2.5047 -3.0094 0.8659
C -4.3094 -0.4472 -1.4483
C -3.2340 0.1052 -0.5814
O -2.2223 -0.6237 -0.3182
N -3.3413 1.3210 -0.0901
C -2.4262 1.8259 0.9210
C -1.1971 2.5063 0.3644
C -1.0996 3.8879 0.4416
C 0.0390 4.5437 -0.0012
C 1.0726 3.7748 -0.5153
C 0.9087 2.4068 -0.5749
N -0.2035 1.7607 -0.1728
H -4.3759 -1.5239 -1.3081
H -4.0479 -0.2583 -2.4929
H -5.2763 0.0083 -1.2434
H -4.1359 1.8858 -0.3628
H -2.1354 0.9728 1.5365
H -2.9731 2.5180 1.5566
H -1.9239 4.4481 0.8628
H 0.1236 5.6206 0.0738
H 1.9922 4.2237 -0.8665
H 1.7062 1.7808 -0.9496
C 0.9670 1.4830 -3.4709
C 0.1465 0.2492 -3.3409
N -0.2883 -0.4838 -2.2872
C -1.0417 -1.5273 -2.8394
C -1.0267 -1.4398 -4.1856
N -0.2785 -0.3355 -4.4669
H 0.5364 2.3148 -2.9254
H 0.9898 1.7753 -4.5192
H 2.0001 1.3197 -3.1613
H -1.5878 -2.2390 -2.2521
H -1.4755 -2.0596 -4.9431
H -0.0834 0.0168 -5.3955
*
```

***

ORCA calculation (ωB97M-V/def2-TZVPD) on a structure of composition C20H32N6O4.

Summary:
Energy = -38371.6429 eV
LUMO level = 0.39 eV
Frontier orbital gap = 8.51 eV

Structure (ORCA input):
```
! RIJCOSX wB97M-V def2-TZVPD def2/J DEFGRID3
* xyz 0 1
C -1.3538 -4.0642 -0.9629
C -0.9750 -4.2438 0.4373
C 0.4454 -3.7379 0.8287
C 0.6536 -2.3740 0.6236
C 1.3735 -2.2455 -0.8093
N 1.6470 -0.7630 -0.7118
C 0.8773 0.2297 -1.0650
N 1.5687 1.5405 -1.2424
C 2.7234 1.2555 -0.6421
C 2.9187 -0.1766 -0.3140
C 3.9953 -0.5156 0.2845
O 4.1563 -1.7954 0.3934
N 5.0384 0.0757 0.4403
C 4.9601 1.7153 0.3690
O 5.8400 2.3577 0.4926
N 3.7034 2.0671 -0.1079
C 3.6508 3.3489 -0.4515
H 4.5047 3.9562 -0.1473
H 2.8894 4.0143 0.0171
H 3.3726 3.7047 -1.4447
C 6.2011 -0.2510 1.0495
H 6.7528 0.6974 1.5634
H 6.7582 -0.7683 0.4771
H 5.9443 -0.7915 2.1943
C -0.3860 0.3940 -2.0831
N -1.3094 -0.1404 -0.8723
C -2.6740 -0.5634 -1.4970
C -3.6408 -0.7429 -0.4892
N -3.8626 -0.0042 0.7465
C -4.8251 0.7761 0.9524
O -4.8709 1.7980 1.6673
O -5.9542 0.4457 -0.0100
C -7.0803 1.2688 0.3553
C -7.1004 2.4280 -0.4324
H -8.0565 3.0068 -0.2708
H -6.8710 2.5913 -1.4350
H -6.2499 3.1831 -0.1897
H -7.9207 0.6110 0.2363
H -7.2473 1.4483 1.4253
C -2.6271 0.4674 1.3441
C -1.4463 0.7574 0.3512
H -0.6875 1.0706 0.8853
H -1.9796 1.7534 -0.1866
H -2.7251 0.9633 2.0348
H -2.2283 -0.5075 1.6508
H -4.5018 -1.1154 -0.9188
H -3.2304 -1.9669 -0.0178
H -2.4387 -1.2609 -2.2566
H -3.0504 0.6468 -2.0388
H -0.4896 -0.4825 -2.5678
H -0.5934 1.2387 -2.3635
H 0.7651 -2.2998 -1.5710
H 2.4675 -2.5776 -0.7651
H -0.2568 -1.8421 0.7519
H 1.3474 -2.0569 1.5838
H 1.0549 -4.3355 0.5173
H 0.3796 -4.1298 1.8450
H -1.9309 -3.6397 1.0665
H -1.2475 -5.1859 0.7321
H -0.5210 -4.6200 -1.3433
H -2.3265 -4.5256 -1.3816
H -1.3265 -3.0233 -1.2339
*
```

***

ORCA calculation (ωB97M-V/def2-TZVPD) on a structure of composition C20H33As2FIrN3OSi.

Summary:
Energy = -162876.2675 eV
LUMO level (spin up / spin down) = -9.08 / -13.56 eV
Frontier orbital gap (spin up / spin down) = 7.09 / 3.93 eV

Structure (ORCA input):
```
! RIJCOSX wB97M-V def2-TZVPD def2/J DEFGRID3
* xyz 3 6
Ir 0.0234 -0.1964 -0.5752
C 2.5929 -1.8364 0.5749
Si 3.1666 -0.9145 -1.0138
C 5.0740 -0.8001 -0.9621
C 2.6021 -1.7236 -2.6554
N 2.1376 0.5205 -0.9018
C 2.4398 1.8102 -0.9372
C 3.7715 2.3154 -1.0119
C 4.0298 3.6618 -1.0419
C 2.9922 4.5954 -1.0132
C 1.6676 4.1560 -0.9377
C 1.4247 2.8126 -0.8949
F 0.1260 2.3641 -0.8006
H 3.0003 -2.8407 0.5850
H 1.5027 -1.9132 0.6186
H 2.9385 -1.3279 1.4705
H 5.4596 -1.8157 -0.9425
H 5.4403 -0.2918 -0.0753
H 5.4784 -0.3152 -1.8454
H 3.0565 -2.7040 -2.7515
H 2.8975 -1.1369 -3.5201
H 1.5220 -1.8429 -2.6848
H 4.5782 1.6065 -1.0379
H 5.0520 4.0068 -1.0916
H 3.2013 5.6529 -1.0450
H 0.8462 4.8565 -0.9163
C -3.8924 -0.2200 -1.7991
As -2.5694 0.4961 -0.5454
C -3.2180 2.3348 -0.3659
C -2.9965 -0.3123 1.1918
C -4.2717 -0.8258 1.3962
C -4.6091 -1.3908 2.6174
C -3.6697 -1.4578 3.6331
C -2.3923 -0.9549 3.4343
C -2.0559 -0.3667 2.2201
As -0.2476 0.3427 1.9880
C 0.8373 -0.3204 3.4751
C -0.4196 2.2261 2.4953
H -4.8797 0.1804 -1.5537
H -3.9195 -1.3097 -1.7742
H -3.6402 0.1164 -2.8082
H -4.1897 2.3231 0.1367
H -3.3390 2.7651 -1.3622
H -2.5330 2.9569 0.2056
H -5.0081 -0.7947 0.6035
H -5.6017 -1.7910 2.7641
H -3.9177 -1.9200 4.5763
H -1.6537 -1.0199 4.2237
H 0.4452 0.0708 4.4193
H 1.8523 0.0651 3.3476
H 0.8664 -1.4110 3.5028
H -0.9413 2.2885 3.4543
H -0.9726 2.7961 1.7516
H 0.5756 2.6595 2.6114
N -1.2097 -4.3084 -1.7962
C -1.1845 -2.9861 -1.9369
N -1.5745 -2.4753 -3.1116
O -0.8133 -2.2526 -0.9816
H -1.5378 -4.9163 -2.5281
H -0.9365 -4.7340 -0.9254
H -1.8833 -3.0681 -3.8661
H -1.5210 -1.4863 -3.2868
*
```

***

Q: Which of these has the highest energy?
A: C20H32N6O4